C9H21AlF3IO4P2S as an isolated structure at a distorted geometry. Source: OMol25; level of theory: ωB97M-V with the def2-TZVPD basis set.

Output
2S+1	1
total charge	+2
orbital gap (alpha / beta)	5.366 / 5.591	eV

Last column: Löwdin charge in e.
CARTESIAN COORDINATES (ANGSTROEM)
C1 0.84926 -0.27538 -2.37687  -0.230
I1 -2.18683 -0.39897 -2.70899  1.150
H1 1.75934 -0.08864 -1.74302  0.077
H2 0.83886 0.43884 -3.25552  0.071
H3 0.86329 -1.30078 -2.82616  -0.001
Al1 -0.44268 0.02844 -0.93672  -0.293
P1 0.08414 2.44481 -0.56948  0.867
C2 -1.54698 3.25931 -0.73955  -0.224
C3 0.77304 3.00941 1.03596  -0.196
H4 1.21600 4.01605 0.98648  0.082
H5 1.09028 4.30638 -1.78062  0.075
H6 1.55841 2.30252 1.33296  0.058
H7 2.11951 2.85806 -1.82743  0.064
H8 -2.20550 2.96696 0.08811  0.044
H9 -0.00869 2.99327 1.80795  0.052
C4 1.08631 3.21553 -1.88408  -0.221
H10 -1.44862 4.35314 -0.76804  0.080
H11 0.67862 2.94256 -2.86442  0.056
H12 -2.02563 2.93039 -1.67183  0.047
P2 0.11744 -2.38717 -0.26637  0.937
C5 -1.45298 -3.31830 -0.25398  -0.198
C6 1.07018 -3.13775 -1.63138  -0.216
H13 1.73991 -2.03224 1.48952  0.071
H14 1.34117 -3.77011 1.37878  0.089
H15 0.19672 -2.62813 2.15987  0.056
C7 0.92232 -2.75163 1.33999  -0.178
H16 2.09636 -2.75757 -1.62455  0.079
H17 1.09426 -4.21893 -1.53679  0.082
H18 -1.25599 -4.37636 -0.04358  0.089
H19 -1.93671 -3.22738 -1.23247  0.034
H20 0.61234 -2.87508 -2.59401  0.048
H21 -2.11985 -2.90430 0.50987  0.054
C8 -2.82414 0.28125 -0.03016  -0.194
O1 -3.87074 0.19035 0.34843  0.217
F1 -1.33331 0.37301 4.70827  0.145
C9 -0.32985 0.26696 3.78607  -0.566
F2 0.49100 1.34475 3.84753  0.141
F3 0.40918 -0.83890 3.99541  0.143
S1 -1.24651 0.11845 2.15999  0.560
O2 -2.02727 -1.08556 2.31720  -0.250
O3 -2.05122 1.31512 2.04312  -0.272
O4 -0.09142 0.03332 1.14392  -0.431

=====

An isolated ion of composition C6H16PS and charge +1 at a distorted geometry. Source: OMol25; level of theory: ωB97M-V with the def2-TZVPD basis set.

Output
2S+1	1
total charge	+1
orbital gap	9.629	eV

Last column: Löwdin charge in e.
CARTESIAN COORDINATES (ANGSTROEM)
C1 -1.43381 -0.08116 1.97801  -0.129
C2 -1.96538 1.38253 -0.76289  -0.163
C3 -1.08735 -1.38905 -0.71855  -0.216
C4 3.40826 -0.96577 -2.03249  -0.382
C5 0.73552 0.78572 0.07735  -0.337
C6 1.70440 -0.48969 0.22786  -0.502
P1 -0.94161 0.20394 0.14039  0.890
S1 1.84542 -1.39191 -1.31051  0.864
H1 -1.01614 -1.08629 2.27210  0.074
H2 -2.53777 -0.13798 1.98779  0.062
H3 -0.91883 0.67242 2.57869  0.053
H4 -1.82882 1.37815 -1.84350  0.085
H5 -1.84211 2.36498 -0.47293  0.042
H6 -2.98390 1.19035 -0.72646  0.043
H7 -1.55683 -1.43910 -1.66194  0.054
H8 -1.94104 -1.88688 -0.21637  0.076
H9 -0.24236 -2.08291 -0.66092  -0.004
H10 3.84299 -0.17732 -1.47860  0.027
H11 3.46219 -0.62472 -3.03322  0.037
H12 4.11038 -1.77341 -1.96998  0.037
H13 1.00105 1.49527 0.87010  0.101
H14 0.58973 1.29991 -0.96725  0.130
H15 2.58791 0.06057 0.48792  0.068
H16 1.41907 -1.07395 1.13331  0.093

=====

Here are the calculated calculated total energy numbers, same order: -2576.4659, -977.4705 (a.u.).
Here are the calculated energy above the lowest of the compared OMol25 structures with the same formula, charge and spin numbers, same order: 403.8, 0.0 (kJ/mol).